# 1
An isolated ion of composition C10H19ClNOS and charge +1. Source: the Open Molecules 2025 dataset; level of theory: wB97M-V/def2-TZVPD.

Computed properties:
LUMO energy ... -4.2 eV
Total charge ... +1
2S+1 ... 1
Orbital gap ... 9.27 eV

The geometry in XYZ format:
```
33
C10H19ClNOS | the Open Molecules 2025 dataset | wB97M-V/def2-TZVPD
C 5.17299 0.89566 0.95360
C 4.37168 0.23381 -0.18446
C 2.87927 0.21976 0.09623
O 2.25986 -0.78743 -0.71551
C 0.96563 -0.49340 -1.12304
C -0.03418 -0.57151 0.03777
S 0.32843 -2.06944 1.02043
C -1.22451 -2.64773 0.79672
N -2.02708 -1.92797 0.08091
C -1.51011 -0.64982 -0.42157
C -2.32059 0.54786 0.04220
C -3.71426 0.64660 -0.58311
C -4.69920 1.37173 0.32051
Cl -3.56370 1.54517 -2.13372
H 5.62199 1.82572 0.61546
H 4.55096 1.11477 1.81791
H 5.98534 0.24749 1.26733
H 4.67732 -0.80257 -0.30525
H 4.53048 0.76612 -1.11799
H 2.68956 0.00931 1.15323
H 2.42639 1.18866 -0.13782
H 0.67107 -1.21975 -1.87875
H 0.90715 0.50677 -1.56561
H 0.07038 0.29660 0.68591
H -1.47953 -3.60786 1.22352
H -2.95546 -2.28285 -0.09698
H -1.58345 -0.68893 -1.51135
H -2.40649 0.57966 1.12994
H -1.75061 1.42584 -0.25972
H -4.09974 -0.32936 -0.87279
H -4.72571 0.87171 1.28902
H -4.32478 2.37902 0.49351
H -5.68910 1.40638 -0.11654
```

Atomic partial charges in e from the natural (NBO) method, atoms 1 to 2:
1. C -0.615
2. C -0.423


# 2
C19H36Br2Cl12InN2S as an isolated structure in a non-equilibrium geometry. Source: the Open Molecules 2025 dataset; level of theory: wB97M-V/def2-TZVPD.

Computed properties:
LUMO energy ... 2.1 eV
Total charge ... -1
2S+1 ... 1
Orbital gap ... 6.92 eV

The geometry in XYZ format:
```
73
C19H36Br2Cl12InN2S | the Open Molecules 2025 dataset | wB97M-V/def2-TZVPD
C 3.32918 -1.22065 -0.60672
C 2.78617 0.24360 -0.81176
Br 3.64030 1.63737 0.31938
C 1.79026 0.59697 -1.69964
Br 1.06643 -0.90440 -2.80794
In 0.93502 2.66460 -2.01153
C -1.16471 2.66204 -1.13790
C -1.82948 1.21156 -1.22284
C -2.81338 0.90366 0.01690
N -2.20789 1.19364 1.33451
N 1.99394 4.25359 -1.01227
C 1.59050 4.42856 0.10512
S 1.56257 4.38340 1.77156
H 3.34628 -1.83725 -1.54519
H 4.36105 -1.15936 -0.14600
H 2.64532 -1.70878 0.15747
H 0.75472 3.00309 -3.76144
H -1.79651 3.34265 -1.78954
H -1.18923 3.06755 -0.08195
H -0.97575 0.46912 -1.10629
H -2.36181 1.08191 -2.21862
H -2.96376 -0.22582 -0.01400
H -3.83572 1.35585 -0.11296
H -1.23525 0.87962 1.38821
H -2.30476 2.19061 1.55560
Cl -0.75343 1.26476 3.91959
C 0.85400 0.70793 4.43924
C 1.80078 0.55451 3.27129
Cl 1.32841 -0.79422 2.20796
H 0.73004 -0.23045 4.98111
H 1.24075 1.45387 5.13577
H 2.80652 0.33623 3.63442
H 1.84688 1.46318 2.66841
Cl 0.25356 2.41935 -6.26795
C 1.45899 3.33451 -7.20080
C 1.90074 4.59055 -6.48196
Cl 0.60118 5.80598 -6.39005
H 1.03156 3.56155 -8.17808
H 2.31407 2.67298 -7.34901
H 2.72877 5.05362 -7.02157
H 2.23405 4.37395 -5.46655
Cl -5.76510 -1.03259 0.63569
C -5.93485 -2.80121 0.55940
C -4.59334 -3.49108 0.44091
Cl -3.81930 -3.18387 -1.13423
H -6.58737 -3.04446 -0.27970
H -6.43288 -3.11397 1.47866
H -4.72238 -4.57157 0.52550
H -3.90712 -3.16921 1.22331
Cl -3.95935 3.35314 3.05564
C -5.08646 2.75160 4.29216
C -5.76157 1.46780 3.86470
Cl -6.89864 1.71659 2.51586
H -5.81259 3.53735 4.50259
H -4.50130 2.57944 5.19699
H -6.34240 1.05986 4.69379
H -5.03175 0.71703 3.55804
Cl 6.68725 -0.01389 0.25667
C 8.00029 -1.19243 0.49527
C 7.88272 -2.37830 -0.43694
Cl 6.48114 -3.40584 -0.04688
H 7.99013 -1.50281 1.54041
H 8.93700 -0.66545 0.30590
H 8.76996 -3.00757 -0.34845
H 7.79179 -2.06238 -1.47644
Cl -1.38977 -4.33248 1.61129
C -0.78259 -5.26603 0.22239
C -0.50966 -6.71057 0.57868
Cl 0.87536 -6.88340 1.68677
H 0.11261 -4.76936 -0.15223
H -1.54923 -5.21448 -0.55261
H -0.26438 -7.27316 -0.32338
H -1.37658 -7.17810 1.04628
```

Atomic partial charges in e from the Löwdin method, atoms 1 to 2:
1. C -0.220
2. C -0.790


# 3
An isolated ion of composition C4H12NO2S2 and charge +1 in a non-equilibrium geometry. Source: the Open Molecules 2025 dataset; level of theory: wB97M-V/def2-TZVPD.

Computed properties:
ΔE to the lowest compared entry with this formula, charge and spin ... 28.4 kcal/mol
LUMO energy ... -3.3 eV
Total charge ... +1
2S+1 ... 1
SMILES ... C[C@@H](O)[C@@H]([NH3+])[C@H](O)SS
Orbital gap ... 9.60 eV

The geometry in XYZ format:
```
21
C4H12NO2S2 | the Open Molecules 2025 dataset | wB97M-V/def2-TZVPD
C 0.74101 1.54593 1.19809
C 0.29977 1.12402 -0.32528
O 1.43633 1.24469 -1.20400
C -0.25241 -0.32246 -0.58317
N 0.95401 -1.19741 -0.82102
C -1.25104 -1.03890 0.44907
O -1.91920 -1.96065 -0.29798
S -2.58385 0.19336 1.05686
S -3.16321 1.11925 -0.69920
H 1.32036 0.72896 1.62325
H -0.11318 1.89980 1.88931
H 1.20344 2.51878 1.13461
H -0.52588 1.81248 -0.60842
H 1.54859 2.20596 -1.34647
H -0.90946 -0.28838 -1.50178
H 1.50173 -1.00062 0.03105
H 1.44732 -0.70305 -1.56760
H 0.69528 -2.09177 -1.25731
H -0.75331 -1.61530 1.18986
H -2.79832 -1.88611 0.11378
H -4.39550 0.58745 -0.87963
```

Atomic partial charges in e from the natural (NBO) method, atoms 1 to 2:
1. C -0.660
2. C 0.070


What is the 2S+1 in the third record?
1